{"formula": "C7H3NNiO4S", "method": "the ωB97M-V functional and the def2-TZVPD basis", "symbols": ["Ni", "O", "C", "C", "O", "C", "O", "C", "O", "S", "C", "C", "N", "C", "H", "H", "H"], "positions_angstrom": [[-0.015380, -0.631776, -1.042451], [0.031296, 2.740420, -2.810895], [0.038519, 1.711636, -2.323687], [1.584399, -1.443673, -0.812237], [2.556929, -1.924643, -0.396996], [-1.634522, -1.439424, -0.851646], [-2.583814, -1.856885, -0.327629], [-0.008357, -1.479968, -2.570093], [0.002897, -1.958977, -3.628813], [-0.580511, 2.131611, 2.384656], [0.312666, 0.774529, 2.969481], [0.529178, -0.104934, 1.928417], [-0.032332, 0.331592, 0.704129], [-0.660487, 1.524234, 0.800728], [0.617470, 0.675072, 3.996081], [1.039960, -1.057131, 1.999885], [-1.197916, 2.008322, -0.018935]], "forces_ev_per_angstrom": [[-0.094, 5.130, 2.065], [0.054, -2.734, 1.274], [-0.052, 2.413, -1.186], [7.855, -4.314, 4.455], [-4.581, 2.370, -2.504], [-7.671, -3.802, 5.166], [4.425, 1.993, -3.096], [0.284, -3.190, -11.243], [-0.096, 1.794, 5.158], [-0.031, -0.089, -0.174], [-0.264, -0.453, -2.007], [-0.881, 1.286, -0.034], [0.013, 0.517, 0.339], [0.757, -1.030, 1.316], [0.039, 0.081, 0.121], [-0.052, 0.142, -0.090], [0.294, -0.113, 0.439]], "homo_lumo_gap_ev": [7.735, 5.663], "charge": 2, "multiplicity": 3, "e_homo_ev": [-17.6, -17.6], "s2": 2.011}